Record 1
A cluster of 18 separate species, C142H144O26 in total. Source: OMol25; level of theory: ωB97M-V/def2-TZVPD.

Structure (XYZ):
```
312
C142H144O26 (ωB97M-V/def2-TZVPD)
C 2.5494 1.3030 -3.8294
C 1.7954 0.6333 -4.7567
C 1.8663 -0.7582 -4.8001
C 2.6906 -1.4541 -3.8828
C 3.5136 -0.7583 -3.0079
C 3.4345 0.6521 -3.0091
C 4.4946 -1.4297 -2.1578
O 5.1317 -0.8489 -1.2852
C 4.6841 -2.9055 -2.2285
C 5.7037 -3.5913 -1.5404
C 5.8086 -4.9913 -1.6113
C 4.9511 -5.6668 -2.4539
C 3.9278 -4.9921 -3.1315
C 3.8031 -3.6025 -3.0534
C 2.6477 -2.9303 -3.7660
O 1.7850 -3.6500 -4.1659
H 2.5088 2.3911 -3.8428
H 1.1959 1.1864 -5.4294
H 1.1850 -1.3107 -5.4041
H 4.0797 1.2161 -2.3895
H 6.3193 -2.9354 -0.9196
H 6.5116 -5.5109 -1.0246
H 5.0069 -6.7189 -2.4965
H 3.1939 -5.5344 -3.6840
C 6.7522 0.6711 1.8761
C 7.5791 1.3892 2.7004
C 7.6128 1.2040 4.0565
C 6.7076 0.2802 4.5937
C 5.7781 -0.3621 3.8497
C 5.8756 -0.2274 2.4494
C 4.7383 -1.2863 4.4948
O 3.8702 -1.8206 3.8555
C 4.8476 -1.5612 5.9622
C 4.1112 -2.5841 6.4861
C 4.3404 -2.9494 7.7945
C 5.3152 -2.3784 8.5618
C 6.0624 -1.3175 8.0263
C 5.8920 -0.9513 6.7116
C 6.8978 -0.0157 6.0298
O 7.8627 0.3707 6.6425
H 6.7212 0.7976 0.8111
H 8.1812 2.1136 2.1781
H 8.3238 1.7378 4.6651
H 5.1701 -0.7196 1.7865
H 3.3747 -3.0840 5.8909
H 3.7694 -3.7077 8.2948
H 5.5151 -2.8707 9.5468
H 6.8300 -0.8120 8.5909
C 1.5177 -4.2403 -0.1228
C 2.0774 -3.6831 1.0290
C 1.9471 -2.2897 1.2029
C 1.1461 -1.5163 0.3800
C 0.4119 -2.0878 -0.6772
C 0.6661 -3.4395 -0.9082
C -0.2874 -1.3333 -1.6535
O -0.8958 -1.7906 -2.5908
C -0.3074 0.1826 -1.4712
C -1.0547 1.0074 -2.3034
C -0.9806 2.3781 -2.2888
C -0.3186 2.9153 -1.1601
C 0.3127 2.0948 -0.2494
C 0.3787 0.7690 -0.4604
C 1.0433 -0.0446 0.5952
O 1.4273 0.4663 1.6495
H 1.5585 -5.3365 -0.2590
H 2.7956 -4.2030 1.6738
H 2.5137 -1.8034 1.9722
H 0.1580 -3.8451 -1.7697
H -1.5680 0.5080 -3.1372
H -1.3918 3.0538 -3.0483
H -0.3297 4.0113 -1.0275
H 0.7594 2.5043 0.6489
C -3.6081 11.3383 4.5923
C -4.3964 10.3335 5.3005
C -4.0153 9.0212 5.1224
C -2.9889 8.5973 4.2692
C -2.3005 9.5766 3.5886
C -2.6338 10.9500 3.7087
C -1.1948 9.1074 2.6775
O -0.5959 9.8366 1.9169
C -0.9026 7.6512 2.6049
C 0.2510 7.3293 1.8724
C 0.7078 6.0215 1.7666
C -0.0305 5.0301 2.3797
C -1.2040 5.2988 3.1209
C -1.5974 6.6820 3.2725
C -2.7374 7.1441 4.0735
O -3.5984 6.3585 4.4664
H -3.7246 12.3648 4.8748
H -5.1903 10.6505 6.0115
H -4.6111 8.2016 5.4714
H -2.0076 11.7332 3.2335
H 0.8171 8.1302 1.4597
H 1.5827 5.9135 1.1477
H 0.3738 3.9889 2.3400
H -1.7607 4.5044 3.6227
C -0.6136 2.2638 -7.6133
C -1.9862 2.4088 -7.8178
C -2.7136 3.3040 -7.0808
C -2.1389 3.9967 -6.0321
C -0.7749 3.8676 -5.7732
C -0.0035 3.0101 -6.6065
C -0.0070 4.6921 -4.7630
O 1.1557 4.4944 -4.5051
C -0.8575 5.7254 -4.0491
C -0.2323 6.5858 -3.1283
C -0.9614 7.3942 -2.2910
C -2.3723 7.3653 -2.2862
C -2.9745 6.5775 -3.2922
C -2.2477 5.7415 -4.1512
C -2.9873 4.9518 -5.2600
O -4.1634 5.0671 -5.4604
H -0.0695 1.4860 -8.0990
H -2.5150 1.8826 -8.6340
H -3.7790 3.4664 -7.1943
H 1.1245 2.9338 -6.5951
H 0.8621 6.6704 -3.0971
H -0.4328 8.0342 -1.6018
H -2.8910 7.9213 -1.4544
H -4.0416 6.6537 -3.3804
C -3.9059 0.5415 -5.4561
C -4.9388 0.4076 -6.4731
C -6.0638 1.1821 -6.4041
C -6.1798 2.1341 -5.4413
C -5.2045 2.2398 -4.4450
C -3.9829 1.4853 -4.4926
C -5.3109 3.3643 -3.4657
O -4.3545 3.7398 -2.7985
C -6.6141 4.1412 -3.3964
C -6.7742 5.0401 -2.3245
C -7.9891 5.6619 -2.1738
C -9.0007 5.4000 -3.1306
C -8.7906 4.5549 -4.2250
C -7.5620 3.9566 -4.3573
C -7.3982 2.9528 -5.4871
O -8.1304 2.9908 -6.4598
H -2.9981 -0.1529 -5.4513
H -4.7550 -0.2785 -7.3095
H -6.7595 1.0654 -7.2483
H -3.1768 1.6695 -3.7977
H -5.8787 5.0309 -1.6958
H -8.1414 6.2492 -1.3018
H -9.9211 5.9187 -3.0338
H -9.4614 4.5378 -5.0662
C 3.7967 -7.1213 2.3115
C 3.5435 -7.3854 3.6863
C 4.2232 -6.6446 4.6285
C 5.2627 -5.7552 4.2532
C 5.4656 -5.4724 2.9155
C 4.7712 -6.1634 1.8969
C 6.5619 -4.5745 2.5019
O 6.8361 -4.3497 1.3317
C 7.3247 -3.8385 3.5280
C 8.2684 -2.8603 3.1715
C 8.9274 -2.1813 4.1764
C 8.7810 -2.6610 5.5053
C 7.8661 -3.5846 5.8606
C 7.0400 -4.1396 4.8591
C 5.9644 -5.0083 5.2761
O 5.6867 -5.2265 6.4508
H 3.3665 -7.7359 1.5249
H 2.6779 -8.0608 3.9067
H 4.0735 -6.7701 5.6609
H 5.0456 -5.9331 0.9321
H 8.3864 -2.5907 2.1027
H 9.6151 -1.4068 3.8786
H 9.3107 -2.1284 6.3608
H 7.5951 -3.8263 6.8900
C -10.3941 1.4169 -2.0119
C -9.4783 1.7512 -1.0900
C -8.2200 1.2188 -1.0915
C -7.8306 0.3678 -2.1266
C -8.7014 0.1409 -3.1841
C -9.9771 0.6457 -3.1287
C -8.2827 -0.6952 -4.3069
O -8.9908 -0.9706 -5.2525
C -6.9750 -1.3962 -4.2693
C -6.6373 -2.2044 -5.3164
C -5.3508 -2.7176 -5.3606
C -4.4599 -2.5258 -4.2900
C -4.8724 -1.7856 -3.1972
C -6.1125 -1.1620 -3.2297
C -6.4752 -0.2437 -2.1242
O -5.6979 -0.0630 -1.2250
H -11.3855 1.7658 -1.9638
H -9.7562 2.3786 -0.2196
H -7.4126 1.4030 -0.3084
H -10.7387 0.4351 -3.8871
H -7.3233 -2.4310 -6.1132
H -5.0985 -3.2527 -6.2641
H -3.4506 -2.8285 -4.3828
H -4.1693 -1.6596 -2.3636
C -0.6355 -5.3395 3.0507
C -0.3543 -6.8071 3.3538
C -1.5778 -7.7256 3.3685
O 0.6462 -7.3548 2.5017
H -1.1540 -5.1525 2.1138
H 0.3623 -4.8101 2.9133
H -1.1629 -4.8243 3.7981
H 0.0755 -6.8797 4.3609
H -2.2490 -7.5594 4.2201
H -1.1331 -8.7486 3.4531
H -2.1560 -7.7122 2.4487
H 0.5042 -7.3085 1.5408
C 3.9218 2.6270 2.4408
C 4.6060 3.6224 1.6300
C 4.2080 3.4970 0.1709
O 4.2438 4.9370 2.2128
H 2.8089 2.6982 2.4295
H 4.1989 2.7080 3.4973
H 4.0822 1.5801 2.2639
H 5.7077 3.6025 1.7227
H 3.1339 3.4288 0.0210
H 4.6976 2.6058 -0.3302
H 4.6172 4.3962 -0.3973
H 3.3108 4.9036 2.2514
C 6.6062 4.2959 5.8574
C 5.3858 4.8774 6.6484
C 5.2023 6.3537 6.4531
O 4.1396 4.2502 6.2288
H 6.3751 4.4760 4.7759
H 6.8967 3.2257 6.0070
H 7.5124 4.8407 5.9375
H 5.4250 4.6954 7.6809
H 4.9069 6.5045 5.4097
H 6.1388 6.8308 6.8081
H 4.3216 6.6432 7.0507
H 4.1757 3.7353 5.4417
C -2.6764 -3.0599 1.0654
C -3.8027 -2.2531 0.4308
C -4.9321 -2.0069 1.4442
O -3.2013 -1.0528 0.0710
H -2.9484 -3.9614 1.6636
H -2.2000 -2.3312 1.7693
H -1.9439 -3.3003 0.2849
H -4.2045 -2.7611 -0.4753
H -5.2093 -2.8523 2.1300
H -5.8671 -1.6459 0.9886
H -4.4592 -1.2076 2.0278
H -3.9935 -0.6054 -0.3764
C 1.5327 1.3175 4.9182
C 1.4630 0.3952 6.1142
C 2.5246 0.7418 7.1385
O 0.1394 0.5675 6.6786
H 0.7674 1.0345 4.1483
H 2.5509 1.1816 4.5520
H 1.2492 2.3867 5.2380
H 1.5666 -0.6153 5.7446
H 2.0901 1.6605 7.5724
H 3.5315 0.9270 6.6815
H 2.6184 -0.1359 7.8087
H 0.1402 0.0852 7.5316
C -1.6591 -7.2344 -6.3455
C -0.8448 -5.9893 -6.2379
C -1.2881 -5.1770 -5.0225
O 0.5341 -6.3118 -5.9963
H -1.6025 -7.8430 -5.3975
H -1.2376 -7.9081 -7.0519
H -2.6807 -7.0713 -6.5136
H -1.0481 -5.4474 -7.2248
H -0.6587 -4.2484 -4.9958
H -0.9649 -5.7415 -4.1554
H -2.3490 -5.1259 -4.9331
H 1.0747 -5.5105 -6.0090
C 0.9499 -8.1374 -2.5808
C 0.1777 -7.4909 -1.4728
C -1.2768 -7.8472 -1.3265
O 0.8549 -7.6619 -0.2155
H 0.9339 -9.2147 -2.5373
H 2.0003 -7.7912 -2.5446
H 0.5839 -7.7366 -3.4721
H 0.1978 -6.4083 -1.7133
H -1.3637 -8.8192 -0.8883
H -1.8591 -7.8353 -2.2597
H -1.7198 -7.1405 -0.5996
H 1.0737 -8.6117 -0.2188
C -4.5921 3.4459 2.2389
C -3.8595 3.4694 0.9305
C -3.8537 2.1637 0.2181
O -4.3104 4.4599 -0.0177
H -4.2202 2.6694 2.9105
H -5.6335 3.1124 2.0260
H -4.4511 4.4749 2.6269
H -2.7909 3.7582 1.2567
H -3.5159 2.3331 -0.7760
H -4.9001 1.8254 0.1529
H -3.2336 1.3516 0.6578
H -4.1060 4.1099 -0.8946
C 2.8105 -5.0939 -8.9761
C 2.6807 -4.0082 -7.8706
C 3.3366 -2.6860 -8.1185
O 1.2614 -3.8312 -7.6103
H 2.3565 -4.8155 -9.9071
H 2.3249 -5.9497 -8.4708
H 3.8559 -5.3396 -9.0881
H 3.0332 -4.4265 -6.8953
H 4.3684 -2.8880 -8.2516
H 3.1501 -2.0428 -7.2741
H 2.9188 -2.3128 -9.0514
H 0.9846 -2.9286 -7.9154
C -4.0924 0.2393 4.8761
C -2.8338 -0.3365 4.2468
C -2.0959 0.5376 3.2507
O -1.9988 -0.9332 5.2390
H -4.7127 -0.4914 5.4065
H -4.6688 0.7577 4.1148
H -3.8925 1.1127 5.5317
H -3.2770 -1.2580 3.7641
H -1.2958 -0.0217 2.8022
H -1.6787 1.3962 3.7433
H -2.7842 0.8487 2.4715
H -1.4542 -0.2667 5.6753
```

Properties
Charge: 0
E_tot: -7453.7072 hartree
Multiplicity: 1
Highest occupied orbital energy: -9.39 eV
Strongest force on any atom: 0.0849 hartree/bohr
Orbital gap: 8.01 eV

=====

Record 2
A structure of composition C14F42LiN7O28S14. Source: OMol25; level of theory: ωB97M-V/def2-TZVPD.

Structure (XYZ):
```
106
C14F42LiN7O28S14 (ωB97M-V/def2-TZVPD)
Li 13.6774 15.0086 18.9272
C 8.1935 28.8776 20.6337
F 8.9702 29.6307 19.8414
F 7.0680 29.5569 21.0005
F 7.8370 27.7180 20.0484
S 9.3360 28.3771 22.0994
O 9.8771 29.6867 22.4593
O 8.4781 27.8067 23.1037
N 10.4954 27.3635 21.3478
S 10.1973 25.9838 21.8322
O 10.6231 25.8648 23.2733
O 8.8928 25.4572 21.3274
C 11.5025 24.9394 20.8549
F 11.0459 24.8680 19.6043
F 12.6141 25.5369 20.9474
F 11.6427 23.7471 21.3784
C 22.0286 22.7399 11.6607
F 22.1003 22.4450 10.4119
F 22.9681 22.0741 12.4191
F 22.2932 24.0277 11.8018
S 20.1581 22.5038 12.0491
O 19.5091 23.3235 11.0217
O 19.9112 21.0817 11.9187
N 20.0513 23.1727 13.6180
S 18.5381 23.1442 13.7963
O 17.7700 24.2267 13.0959
O 17.9805 21.7949 13.7337
C 18.3777 23.5545 15.7465
F 18.6182 24.7968 15.9561
F 17.1424 23.2570 16.1910
F 19.1747 22.6186 16.3210
C 19.2715 21.0279 31.1678
F 18.1756 20.2858 31.3309
F 19.0832 22.1690 31.8801
F 20.2357 20.3497 31.6992
S 19.4685 21.2794 29.2494
O 20.6193 22.2332 29.0815
O 19.7505 19.9563 28.7527
N 17.8050 21.7975 28.7557
S 18.1321 22.5589 27.3930
O 18.3064 23.9890 27.6454
O 19.0367 21.8913 26.4479
C 16.5340 22.4454 26.2829
F 16.7838 23.0422 25.0710
F 16.3330 21.0624 26.2752
F 15.5835 23.1346 26.9026
C 10.8006 15.1214 13.5065
F 10.4724 16.1839 14.2425
F 9.8794 14.1610 13.7664
F 10.6387 15.4508 12.2350
S 12.6098 14.5193 13.9650
O 13.5933 15.3380 13.2420
O 12.5704 14.7783 15.4030
N 12.5535 12.8391 13.4783
S 13.1993 12.8653 12.0007
O 12.3960 13.5985 10.9441
O 14.6261 13.1423 11.9531
C 12.9937 11.0657 11.5206
F 13.6202 10.2820 12.4182
F 11.6702 10.6763 11.3925
F 13.7170 10.9450 10.3884
C 16.8781 13.6366 17.3357
F 17.5845 12.5481 17.3331
F 16.7764 14.0897 16.0937
F 15.6190 13.3722 17.7144
S 17.6140 14.9985 18.5366
O 18.0452 14.2178 19.7331
O 18.6583 15.4470 17.6143
N 16.2274 16.1503 18.7324
S 17.0334 17.4369 18.9804
O 18.0391 17.2932 20.0174
O 17.4583 18.0314 17.6992
C 15.6319 18.5445 19.7510
F 14.6008 18.8141 18.9635
F 15.2978 18.1011 20.9895
F 16.2220 19.7166 20.0596
C 15.7389 5.1367 18.9437
F 14.9635 6.2041 18.6070
F 15.3687 4.8223 20.1449
F 15.6209 4.2037 17.9539
S 17.5908 5.8287 18.9492
O 17.8798 5.9006 17.5087
O 17.4355 7.1399 19.5523
N 18.5099 4.5260 19.6243
S 18.9912 5.0879 20.9536
O 19.9582 6.1577 20.7414
O 17.9784 5.3591 22.0371
C 19.9207 3.5949 21.7830
F 19.1722 2.5276 21.9314
F 21.1150 3.2744 21.1661
F 20.4547 4.1610 22.9292
C 24.8929 18.3306 15.7679
F 25.3993 17.1958 15.1993
F 24.3346 18.9166 14.7441
F 24.0003 17.9826 16.6232
S 26.3132 19.4020 16.6318
O 25.5792 20.6272 17.0466
O 26.8511 18.5760 17.6591
N 27.5614 19.4084 15.3971
S 28.1217 20.8307 15.6092
O 27.2726 21.9256 15.1794
O 28.7052 20.9530 16.9807
C 29.6293 20.9112 14.4203
F 30.4694 19.9688 14.7835
F 29.2543 20.7203 13.1518
F 30.2445 22.0928 14.5792
```

Properties
Charge: -6
E_tot: -12799.5620 hartree
Multiplicity: 1
Highest occupied orbital energy: -0.29 eV
Strongest force on any atom: 0.1376 hartree/bohr
Orbital gap: 5.67 eV

=====

Record 3
A structure of composition C14H10AuClN3O8S. Source: OMol25; level of theory: ωB97M-V/def2-TZVPD.

Structure (XYZ):
```
38
C14H10AuClN3O8S (ωB97M-V/def2-TZVPD)
Au -1.9083 -0.6276 -0.0712
O -2.6346 -5.3249 1.1530
Cl -1.8627 -4.2206 0.6717
O -2.3006 -3.8855 -0.6849
O -0.4596 -4.5666 0.6215
O -2.0447 -3.0657 1.5082
O -4.1522 2.0913 -2.0331
C -3.3333 1.4642 -1.3901
O -3.6022 0.4681 -0.5977
C -1.8588 1.8449 -1.4827
C -1.1363 1.5835 -2.6384
C 0.2361 1.7961 -2.6818
C 0.9038 2.3012 -1.5795
C 0.1542 2.6099 -0.4546
C -1.2081 2.3968 -0.3812
N 0.8502 3.1529 0.7231
O 0.1768 3.5052 1.6718
O 2.0654 3.2011 0.6939
H -1.6463 1.1663 -3.4975
H 0.7904 1.5496 -3.5780
H 1.9713 2.4591 -1.5765
H -1.7428 2.6056 0.5341
N 0.0879 -2.7126 -1.7118
C 0.6720 -2.0212 -0.7165
N 0.0320 -1.2374 0.1108
C 0.8912 -0.6257 1.0203
C 0.5173 0.2648 2.0207
C 1.5021 0.8237 2.8140
C 2.8467 0.5050 2.6252
C 3.2280 -0.3847 1.6368
C 2.2383 -0.9424 0.8419
S 2.3989 -2.0661 -0.4810
H -0.8751 -3.0037 -1.4916
H 0.6381 -3.4775 -2.0704
H -0.5288 0.5081 2.1559
H 1.2234 1.5331 3.5814
H 3.6002 0.9642 3.2507
H 4.2701 -0.6324 1.4832
```

Properties
Charge: -1
E_tot: -2299.5805 hartree
Multiplicity: 1
Highest occupied orbital energy: -6.10 eV
Strongest force on any atom: 0.0119 hartree/bohr
Orbital gap: 7.85 eV

=====

Record 4
A structure of composition C14H10Br2N7O4PdS3. Source: OMol25; level of theory: ωB97M-V/def2-TZVPD.

Structure (XYZ):
```
41
C14H10Br2N7O4PdS3 (ωB97M-V/def2-TZVPD)
Pd -0.7051 0.6150 -0.8285
Br 1.0999 1.3991 5.9086
C 0.6886 0.7378 4.1845
C -0.6163 0.4363 3.8518
C -0.8480 -0.0373 2.5676
N 0.1095 -0.2173 1.6679
C 1.3617 0.0908 2.0017
C 1.7043 0.5756 3.2602
C 2.3972 -0.0576 0.9266
C 3.7607 -0.0896 1.2136
C 4.6376 -0.1448 0.1474
Br 6.4994 -0.1941 0.4804
C 4.1671 -0.1710 -1.1535
C 2.7908 -0.1719 -1.3261
N 1.9353 -0.1238 -0.3162
H -1.4289 0.5732 4.5489
H -1.8554 -0.2697 2.2438
H 2.7168 0.8499 3.5125
H 4.1324 -0.0892 2.2267
H 4.8365 -0.1914 -2.0001
H 2.3523 -0.2177 -2.3172
N -2.8390 0.8375 -3.2804
C -1.7800 0.1069 -3.6470
N -2.0238 -1.1748 -4.0232
S -0.2297 0.7488 -3.6961
H -3.7197 0.3910 -3.0831
H -2.6721 1.7491 -2.8542
H -2.8601 -1.6213 -3.6805
H -1.2004 -1.7527 -4.0567
O -0.4778 -1.7683 -1.3536
N -1.6513 -1.4798 -0.9709
C -2.1980 -2.3576 -0.1363
C -3.5490 -2.1698 0.2608
N -4.6498 -2.0319 0.5716
C -1.4701 -3.5078 0.2877
N -0.8997 -4.4475 0.6293
O -1.9461 1.8594 0.3960
S -1.6750 3.1646 -0.3484
O -1.8418 4.3260 0.4720
O -2.3712 3.2037 -1.6191
S 0.3182 2.6222 -0.6686
```

Properties
Charge: -1
E_tot: -7694.2848 hartree
Multiplicity: 1
Highest occupied orbital energy: -5.44 eV
Strongest force on any atom: 0.0258 hartree/bohr
Orbital gap: 6.91 eV